Entry 1:
# C8H29N8O7

7 unconnected molecules or ions with the total composition C8H29N8O7 in a non-equilibrium geometry (the ωB97M-V functional and the def2-TZVPD basis, the Open Molecules 2025 dataset).

Results
frontier orbital gap (alpha / beta)	0.3442 / 0.1075	Eh
<S²>	0.758
lowest unoccupied orbital energy (alpha / beta)	-0.2 / -6.6	eV
HOMO (alpha / beta)	-9.53 / -9.48	eV
F_max	0.137	hartree/bohr

```
! wB97M-V def2-TZVPD RIJCOSX def2/J DEFGRID3
* xyz 0 2
O 0.2640 -0.2028 -0.1637
H 0.1397 -0.1137 0.8013
C 0.2681 -3.6937 0.9608
O 0.0325 -4.8223 1.3138
N 0.9527 -3.3170 -0.0997
N -0.2346 -2.6913 1.5811
H 1.6333 -3.8954 -0.5712
H 0.8321 -2.3482 -0.3588
H -0.0272 -1.7533 1.2691
H -0.4218 -2.8582 2.5594
C 3.6162 -0.1619 -1.5634
O 4.6613 -0.6256 -1.9859
N 2.7029 0.5355 -2.2100
N 3.1858 -0.3024 -0.3463
H 2.7960 0.8663 -3.1597
H 1.7560 0.4775 -1.8634
H 2.3211 0.0941 -0.0070
H 3.8422 -0.7120 0.3029
C 0.1702 0.5809 4.4681
O 0.9395 0.5501 5.3549
N 0.4174 0.8067 3.2012
N -1.1447 0.4515 4.6904
H 1.3518 1.1370 3.0063
H -0.4417 0.9640 2.6940
H -1.7333 0.4557 3.8696
H -1.4863 0.2672 5.6229
C 0.7459 3.3088 -0.5328
O 0.6186 4.5059 -0.7062
N 1.4588 2.6631 0.3017
N 0.0850 2.4542 -1.1859
H 2.1140 3.1564 0.8911
H 1.2444 1.6826 0.4140
H 0.0485 1.5125 -0.8224
H -0.4396 2.7611 -1.9925
C -4.1987 1.5858 1.0923
C -3.1906 0.5841 0.5985
O -2.0053 0.7230 1.2134
H -5.1994 1.2028 0.8923
H -4.0429 2.5330 0.5760
H -4.1746 1.6347 2.1809
H -2.9225 0.8354 -0.4277
H -3.4367 -0.4754 0.6687
H -1.3087 0.4939 0.5938
C 0.0371 -1.8828 -4.2824
C -0.3159 -0.6368 -3.6176
O -1.0965 -0.9544 -2.5032
H -0.8511 -2.2137 -4.8206
H 0.4007 -2.6375 -3.5851
H 0.8285 -1.6883 -5.0063
H -0.8047 0.0592 -4.2993
H 0.5493 -0.0704 -3.2731
H -0.5364 -0.8262 -1.7342
*
```

Entry 2:
# C40H80O17S7

10 unconnected molecules or ions with the total composition C40H80O17S7 in a non-equilibrium geometry (the ωB97M-V functional and the def2-TZVPD basis, the Open Molecules 2025 dataset).

Results
frontier orbital gap	0.3575	Eh
lowest unoccupied orbital energy	0.3	eV
structure (SMILES)	O=S1(=O)CCCC1.O=S1(=O)CCCC1.O=S1(=O)CCCC1.O=S1(=O)CCCC1.O=S1(=O)CCCC1.O=S1(=O)CCCC1.O=S1(=O)CCCC1.C1CCOC1.C1CCOC1.C1CCOC1
HOMO	-9.38	eV
F_max	0.075	hartree/bohr

```
! wB97M-V def2-TZVPD RIJCOSX def2/J DEFGRID3
* xyz 0 1
C 17.3883 17.1381 7.6267
C 16.7442 18.3369 8.3801
C 17.0397 18.0611 9.8782
S 17.7293 16.3470 10.0508
O 16.9921 15.5584 11.0427
O 19.1507 16.4530 10.1501
C 17.1983 15.8311 8.3954
H 18.4268 17.2763 7.3615
H 16.8152 17.1267 6.7257
H 15.6689 18.5126 8.1675
H 17.2694 19.3149 8.1044
H 16.1895 18.2236 10.5094
H 17.8543 18.7141 10.2560
H 16.1806 15.4596 8.4157
H 17.9392 14.9969 8.1449
C 9.8499 9.5619 14.2809
C 9.4295 9.3342 15.7385
C 10.2203 10.2567 16.5918
S 10.0303 11.8849 15.6573
O 11.2447 12.6651 15.6359
O 8.8510 12.5690 16.1697
C 9.7595 11.1065 14.0523
H 9.0760 9.1591 13.6918
H 10.8628 9.1587 14.0413
H 9.5720 8.3054 16.0151
H 8.3572 9.4760 15.7579
H 11.2608 9.9254 16.6552
H 9.7795 10.5554 17.5807
H 10.5082 11.4766 13.3709
H 8.7110 11.3412 13.7644
C 17.4692 10.1398 10.2834
C 16.4204 11.0470 10.9342
C 16.6636 12.4240 10.4301
S 17.1072 12.3012 8.7199
O 18.3952 12.9815 8.5256
O 15.9691 12.5159 7.8309
C 17.5220 10.5286 8.7843
H 17.2530 9.0641 10.3069
H 18.4742 10.2908 10.7524
H 16.4715 11.0820 12.0109
H 15.4444 10.6131 10.6664
H 17.4996 12.7986 10.9952
H 15.8529 13.1158 10.4470
H 18.5424 10.5133 8.3102
H 16.7338 10.0812 8.2031
C 14.1064 20.3442 12.6129
C 13.3657 19.8397 13.8346
C 11.9688 19.3792 13.3165
S 12.2403 18.5947 11.7440
O 11.3178 19.0083 10.7259
O 12.4202 17.1793 11.9759
C 13.8795 19.2803 11.5756
H 15.1510 20.6537 12.8181
H 13.5497 21.2831 12.2296
H 13.1901 20.7138 14.5115
H 13.9867 19.0128 14.2367
H 11.3657 20.2737 13.1208
H 11.4858 18.6798 13.9378
H 14.0192 19.5573 10.5494
H 14.5213 18.4355 11.7149
C 19.4476 15.5662 13.3138
C 19.8319 15.4409 14.8099
C 19.2459 14.0187 15.1010
S 19.5847 12.9957 13.6586
O 18.3814 12.3242 13.1677
O 20.7714 12.2913 13.9853
C 19.9405 14.3310 12.5685
H 19.9557 16.4528 12.9364
H 18.4054 15.7527 13.0248
H 19.2831 16.1701 15.4369
H 20.8857 15.4041 14.9406
H 18.0998 14.1023 15.2003
H 19.7002 13.4185 15.8784
H 19.3609 14.1313 11.6033
H 20.9536 14.4630 12.2903
C 12.6062 13.8728 9.5225
C 11.5179 14.9813 9.9681
C 11.6773 16.1900 9.0053
S 13.5131 16.3030 8.8228
O 13.9835 17.3657 9.6794
O 13.8051 16.3475 7.3492
C 13.9375 14.6631 9.5493
H 12.5071 13.6846 8.4814
H 12.5561 13.0631 10.1796
H 11.8918 15.3178 10.9682
H 10.4679 14.7154 9.9144
H 11.3427 17.0978 9.5053
H 11.2005 16.0456 8.0407
H 14.2958 14.8896 10.5630
H 14.7373 14.2042 8.9044
C 16.2672 9.8403 16.0836
C 16.4659 9.4608 14.6652
C 15.1418 9.7477 13.8815
S 13.9323 9.1416 15.0699
O 13.4456 7.7836 14.7425
O 12.9526 10.1969 15.2056
C 15.0704 9.0566 16.5487
H 16.0432 10.9298 16.0594
H 17.1566 9.6941 16.6426
H 16.6084 8.3344 14.6272
H 17.2914 9.9729 14.1489
H 15.1268 9.2657 12.9046
H 15.0565 10.8268 13.7764
H 15.2268 7.9617 16.5926
H 14.5585 9.4233 17.4761
C 14.8260 15.3198 13.6196
C 13.6138 14.8253 14.5250
C 14.3539 13.8417 15.4699
O 15.3360 13.2328 14.6053
C 15.6348 14.0668 13.4574
H 15.2895 16.1860 14.0788
H 14.3781 15.8080 12.7119
H 12.8326 14.1895 14.0616
H 13.0892 15.6115 15.0807
H 13.6158 13.0435 15.7347
H 14.8539 14.3415 16.2922
H 15.3675 13.3712 12.5747
H 16.6654 14.3592 13.4566
C 10.6661 9.1532 10.4705
C 11.9970 8.8793 11.2101
C 12.4820 10.2498 11.7152
O 11.4937 11.2317 11.2901
C 10.6909 10.6785 10.2221
H 9.8597 8.8016 11.0971
H 10.6310 8.6320 9.5236
H 12.6490 8.4992 10.4210
H 11.7956 8.2302 12.0614
H 13.5035 10.4987 11.3377
H 12.5273 10.1884 12.7946
H 11.0903 10.9182 9.2214
H 9.6849 11.1501 10.3275
C 9.2235 15.2173 13.2980
C 8.5775 16.0408 12.1668
C 8.2257 17.3538 12.8394
O 9.1956 17.5265 13.8340
C 9.3630 16.2730 14.4119
H 10.2161 14.8083 13.0726
H 8.6023 14.3716 13.6309
H 7.6806 15.5995 11.7275
H 9.2606 16.0863 11.3166
H 7.2840 17.2873 13.3819
H 8.1858 18.2333 12.1705
H 8.5626 16.0146 15.1589
H 10.2208 16.2004 15.0596
*
```

Entry 3:
# C3H5NO

C3H5NO in the gas phase in a non-equilibrium geometry (the ωB97M-V functional and the def2-TZVPD basis, the Open Molecules 2025 dataset).

Results
frontier orbital gap (alpha / beta)	0.2792 / 0.2780	Eh
relative energy (zero: lowest compared OMol25 entry of this formula, charge and spin)	475.14	kJ/mol
lowest unoccupied orbital energy (alpha / beta)	0.7 / 0.8	eV
HOMO (alpha / beta)	-6.90 / -6.76	eV
F_max	0.032	hartree/bohr

```
! wB97M-V def2-TZVPD RIJCOSX def2/J DEFGRID3
* xyz 0 1
O -1.4132 0.2735 -1.4691
C -0.2251 0.1688 -0.8839
C -0.8562 -1.0781 -0.6102
C 1.0519 0.5038 1.0728
N 0.4123 0.9522 -0.0169
H -1.5389 -1.1559 0.2330
H -0.6449 -1.9989 -1.1627
H 0.7030 -0.4081 1.5406
H 1.9541 1.0072 1.3772
H 0.4765 1.9313 -0.2663
*
```

Entry 4:
# C5H8N2O3S2

C5H8N2O3S2 in the gas phase in a non-equilibrium geometry (the ωB97M-V functional and the def2-TZVPD basis, the Open Molecules 2025 dataset).

Results
frontier orbital gap	0.3246	Eh
relative energy (zero: lowest compared OMol25 entry of this formula, charge and spin)	178.15	kJ/mol
lowest unoccupied orbital energy	-0.1	eV
HOMO	-8.96	eV
F_max	0.085	hartree/bohr

```
! wB97M-V def2-TZVPD RIJCOSX def2/J DEFGRID3
* xyz 0 1
C 0.5866 0.3262 -0.3348
C 1.9264 0.3446 -0.2119
C 1.1083 -2.0033 -0.7581
C -1.2877 -1.4307 -0.1834
C 0.2573 2.5638 1.3776
N 0.1294 -0.9253 -0.5282
N 2.8344 1.3701 -0.2396
O 2.3798 2.4913 -0.3075
O 4.0106 1.1053 -0.3043
O 3.1548 -1.7280 1.2289
S -0.3825 1.7867 -0.2210
S 2.8616 -1.5121 -0.1855
H 0.7244 -2.8601 -0.3628
H 1.1604 -2.1749 -1.7724
H -1.1572 -2.5098 -0.3225
H -1.4388 -1.1580 0.9256
H -2.0104 -1.0502 -0.9263
H -0.5603 3.2239 1.5735
H 1.1319 3.0374 1.0430
H 0.2845 1.7499 2.0090
*
```

Entry 5:
# C5H6N2O

C5H6N2O in the gas phase in a non-equilibrium geometry (the ωB97M-V functional and the def2-TZVPD basis, the Open Molecules 2025 dataset).

Results
frontier orbital gap	0.3745	Eh
relative energy (zero: lowest compared OMol25 entry of this formula, charge and spin)	486.09	kJ/mol
lowest unoccupied orbital energy	0.2	eV
structure (SMILES)	N#CCC(=O)[C@@H]1CN1
HOMO	-10.01	eV
F_max	0.306	hartree/bohr

```
! wB97M-V def2-TZVPD RIJCOSX def2/J DEFGRID3
* xyz 0 1
C 0.4313 -0.5444 -0.7055
C 0.1391 -1.0295 0.5708
C -1.1231 -0.9086 1.0165
C 0.1022 0.8764 -0.8982
C 1.0036 1.9099 -0.1825
H 0.9272 -0.6918 1.2964
H 0.3342 -2.2826 0.6611
H -0.0683 1.2858 -1.8528
H 1.1789 2.8282 -0.7194
H 1.8359 1.3917 0.1390
H -0.6411 2.3129 0.2571
N -2.1321 -1.3861 1.6470
N -0.1065 1.5368 0.4756
O 1.0982 -0.9652 -1.6807
*
```

Entry 6:
# C20H34N5O2SSe2V

A molecular structure, C20H34N5O2SSe2V in a non-equilibrium geometry (the ωB97M-V functional and the def2-TZVPD basis, the Open Molecules 2025 dataset).

Results
frontier orbital gap (alpha / beta)	0.2688 / 0.2453	Eh
relative energy (zero: lowest compared OMol25 entry of this formula, charge and spin)	89.40	kJ/mol
<S²>	0.756
lowest unoccupied orbital energy (alpha / beta)	-2.0 / -2.0	eV
HOMO (alpha / beta)	-9.36 / -8.72	eV
F_max	0.027	hartree/bohr

```
! wB97M-V def2-TZVPD RIJCOSX def2/J DEFGRID3
* xyz 1 2
V 0.6006 0.5553 -0.1662
N 2.3659 -0.3035 0.8126
C 2.2989 0.2043 2.2100
C 0.9184 -0.0709 2.7999
N -0.1507 0.2825 1.8303
C -1.1863 1.2713 2.2395
C -1.4064 2.3315 1.1557
N -1.2578 1.7498 -0.1968
H 3.2210 0.0306 0.3755
H 2.4249 -1.3166 0.8318
H 3.0553 -0.2454 2.8536
H 2.4811 1.2768 2.1697
H 0.8114 -1.1281 3.0534
H 0.8031 0.4922 3.7257
H -0.6229 -0.5877 1.5946
H -2.1150 0.7448 2.4636
H -0.8760 1.7623 3.1610
H -2.3800 2.7990 1.3020
H -0.6537 3.1132 1.2438
H -2.0628 1.1905 -0.4674
H -1.1986 2.4898 -0.8947
C 2.0308 -1.4085 -8.3480
C 1.5880 -0.8119 -7.0381
C 0.8408 0.3577 -7.0160
C 0.3987 0.9056 -5.8204
C 0.7109 0.2660 -4.6330
C 1.4659 -0.9060 -4.6192
C 1.8977 -1.4317 -5.8232
S 0.0715 0.9640 -3.1673
O -0.3371 2.3146 -3.4685
O -0.9593 0.0681 -2.6863
N 1.2630 0.9535 -2.0540
C 1.7675 2.2172 -1.6217
C 2.3267 3.2176 -2.3901
C 2.7447 4.3789 -1.7639
C 2.5919 4.5069 -0.3909
C 2.0232 3.4636 0.3116
N 1.6155 2.3263 -0.2784
H 2.0809 -0.6518 -9.1296
H 1.3282 -2.1764 -8.6779
H 3.0104 -1.8775 -8.2618
H 0.6035 0.8559 -7.9487
H -0.1774 1.8212 -5.8065
H 1.7112 -1.3942 -3.6836
H 2.4908 -2.3391 -5.8276
H 2.4136 3.0820 -3.4593
H 3.1843 5.1804 -2.3429
H 2.9058 5.4009 0.1297
H 1.8832 3.5237 1.3848
C -2.5071 -4.4980 2.0844
Se -2.2494 -2.5721 2.1750
C -2.7721 -2.1864 0.3444
C -1.8657 -2.7309 -0.7395
Se -0.0557 -2.0212 -0.8366
C 0.8516 -3.3550 0.2282
H -3.4838 -4.7086 1.6562
H -2.4802 -4.8638 3.1077
H -1.7246 -4.9846 1.5079
H -2.8705 -1.1020 0.2793
H -3.7697 -2.6059 0.2117
H -2.2841 -2.5107 -1.7218
H -1.7547 -3.8116 -0.6647
H 0.5623 -4.3309 -0.1520
H 0.6049 -3.2708 1.2846
H 1.9218 -3.2394 0.0632
*
```